No. 1
Entry from the Open Molecules 2025 dataset: a single CH2OS molecule in a non-equilibrium geometry (ωB97M-V/def2-TZVPD).

Last column: Mulliken charge in e.
Positions of all 5 atoms, in Å:
O1 -0.77 -0.97 0.03  -0.290
H1 0.75 -0.02 0.99  0.252
H2 1.02 0.21 -1.01  0.254
C1 0.39 0.14 -0.01  -0.229
S1 -1.39 0.64 0.00  0.013

Computed properties:
- energy relative to the best compared isomer or geometry (same formula, charge and spin) (eV) = 2.398
- HOMO energy (eV) = -8.8973
- F_max (eV/A) = 3.87
- total charge = 0
- SMILES string = C1OS1
- orbital gap (eV) = 9.1



No. 2
Entry from the Open Molecules 2025 dataset: CH2OS as an isolated structure in a non-equilibrium geometry (ωB97M-V/def2-TZVPD).

Last column: Mulliken charge in e.
Positions of all 5 atoms, in Å:
S1 1.36 0.42 -0.01  0.062
O1 0.83 -1.12 -0.24  -0.341
C1 -0.39 0.30 0.07  -0.251
H1 -0.84 0.08 1.02  0.264
H2 -0.96 0.33 -0.84  0.265

Computed properties:
- energy relative to the best compared isomer or geometry (same formula, charge and spin) (eV) = 3.050
- HOMO energy (eV) = -8.4879
- F_max (eV/A) = 3.88
- total charge = 0
- orbital gap (eV) = 8.0



No. 3
Entry from the Open Molecules 2025 dataset: a single CH2OS2 molecule in a non-equilibrium geometry (ωB97M-V/def2-TZVPD).

Last column: Mulliken charge in e.
Positions of all 6 atoms, in Å:
S1 1.52 -0.56 -0.06  -0.233
H1 2.13 0.21 0.91  0.138
C1 -0.18 0.25 0.05  0.379
S2 -1.64 -0.45 0.01  -0.238
O1 0.00 1.58 -0.04  -0.356
H2 0.90 1.82 -0.11  0.310

Computed properties:
- energy relative to the best compared isomer or geometry (same formula, charge and spin) (eV) = 0.774
- HOMO energy (eV) = -9.2446
- F_max (eV/A) = 2.27
- total charge = 0
- SMILES string = OC(=S)S
- orbital gap (eV) = 9.1



No. 4
Entry from the Open Molecules 2025 dataset: CH2OS2 as an isolated structure in a non-equilibrium geometry (ωB97M-V/def2-TZVPD).

Last column: Mulliken charge in e.
Positions of all 6 atoms, in Å:
S1 0.66 0.11 -1.44  -0.318
H1 0.96 -0.06 1.92  0.345
C1 0.21 -0.05 0.14  0.370
S2 -1.30 0.19 0.90  -0.195
O1 1.21 -0.63 0.79  -0.409
H2 -1.70 0.56 -0.44  0.208

Computed properties:
- energy relative to the best compared isomer or geometry (same formula, charge and spin) (eV) = 2.506
- HOMO energy (eV) = -8.7538
- F_max (eV/A) = 8.07
- total charge = 0
- orbital gap (eV) = 8.1



No. 5
Entry from the Open Molecules 2025 dataset: a single CH2OS3 molecule in a non-equilibrium geometry (ωB97M-V/def2-TZVPD).

Last column: Mulliken charge in e.
Positions of all 7 atoms, in Å:
S1 -1.43 -1.34 -0.26  -0.224
C1 -0.33 -0.07 -0.42  -0.139
O1 0.73 -0.03 0.34  -0.319
S2 -3.01 0.00 0.82  0.040
H1 -0.46 0.70 -1.11  0.431
S3 -4.36 0.41 -0.45  -0.141
H2 0.44 -0.70 0.92  0.352

Computed properties:
- energy relative to the best compared isomer or geometry (same formula, charge and spin) (eV) = 0.666
- HOMO energy (alpha / beta) (eV) = -8.4048 / -7.5343
- F_max (eV/A) = 2.77
- total charge = 0
- orbital gap (alpha / beta) (eV) = 7.1 / 5.8



No. 6
Entry from the Open Molecules 2025 dataset: CH30F3O22PSZr as an isolated structure in a non-equilibrium geometry (ωB97M-V/def2-TZVPD).

Last column: Mulliken charge in e.
Positions of all 59 atoms, in Å:
H1 -29.17 2.53 -11.05  0.248
H2 -29.87 5.35 -14.78  0.245
H3 -25.59 2.50 -17.05  0.280
H4 -26.83 -0.18 -12.44  0.444
O1 -28.65 -2.68 -11.49  -0.656
C1 -30.17 -0.04 -14.57  0.363
H5 -30.34 0.45 -17.93  0.221
P1 -33.27 2.60 -16.34  0.644
H6 -33.66 1.90 -12.95  0.284
H7 -30.05 -0.50 -11.33  0.367
O2 -32.97 3.70 -17.40  -0.792
H8 -27.87 3.22 -11.37  0.314
H9 -31.35 4.85 -10.97  0.304
O3 -26.47 3.80 -13.63  -0.675
H10 -29.02 5.37 -16.04  0.266
O4 -28.22 2.41 -11.01  -0.708
O5 -26.64 -1.97 -13.56  -0.555
H11 -26.49 2.52 -15.83  0.268
O6 -33.13 1.18 -12.61  -0.526
O7 -34.65 3.10 -16.88  -0.414
H12 -32.90 0.67 -13.39  0.256
H13 -27.10 3.10 -13.78  0.396
H14 -29.28 -4.85 -13.32  0.259
H15 -27.38 -2.14 -15.81  0.293
O8 -32.26 1.95 -17.21  -0.464
O9 -29.82 1.25 -18.08  -0.432
O10 -29.39 -4.02 -13.79  -0.626
H16 -33.72 -1.74 -13.81  0.303
F1 -29.81 -0.55 -15.74  -0.196
H17 -34.19 -1.52 -15.24  0.301
H18 -30.93 0.73 -11.29  0.313
H19 -28.40 -2.64 -16.81  0.302
H20 -28.29 -2.36 -10.66  0.275
O11 -30.34 2.28 -13.23  -0.218
H21 -27.95 3.26 -17.53  0.245
O12 -28.75 3.67 -17.87  -0.433
O13 -29.81 4.98 -15.67  -0.481
S1 -29.57 1.77 -14.36  1.091
H22 -28.44 4.23 -18.58  0.306
H23 -27.13 -2.00 -12.73  0.249
H24 -25.74 -2.19 -13.32  0.263
H25 -29.02 0.94 -18.49  0.250
H26 -27.36 1.14 -11.92  0.315
H27 -28.83 -3.40 -13.32  0.398
O14 -28.15 1.77 -14.16  -0.569
H28 -25.71 3.37 -13.24  0.340
H29 -31.02 3.49 -11.55  0.378
F2 -29.71 -0.75 -13.52  -0.037
O15 -32.29 3.54 -15.70  -0.538
O16 -27.48 -2.69 -16.59  -0.632
O17 -29.92 2.49 -15.62  0.452
H30 -29.41 -3.20 -11.23  0.257
F3 -31.49 -0.09 -14.53  -0.175
O18 -31.02 3.99 -10.73  -0.639
Zr1 -30.90 3.51 -17.26  0.961
O19 -34.21 -1.13 -14.37  -0.617
O20 -30.58 0.03 -10.74  -0.702
O21 -26.45 2.78 -16.75  -0.659
O22 -26.55 0.64 -12.03  -0.703

Computed properties:
- energy relative to the best compared isomer or geometry (same formula, charge and spin) (eV) = 0.000
- HOMO energy (eV) = -7.3101
- F_max (eV/A) = 17.25
- total charge = 0
- orbital gap (eV) = 5.9



No. 7
Entry from the Open Molecules 2025 dataset: a 17-piece molecular cluster, CH33O19 overall in a non-equilibrium geometry (ωB97M-V/def2-TZVPD).

Last column: Mulliken charge in e.
Positions of all 53 atoms, in Å:
H1 -2.24 2.37 -0.34  0.315
H2 -1.65 1.44 2.73  0.248
O1 3.55 -0.35 1.97  -0.681
O2 0.84 0.52 1.20  -0.505
O3 1.42 -2.10 2.18  -0.856
O4 -2.57 -2.42 2.06  -0.608
O5 -0.68 -0.93 3.69  -0.717
O6 2.99 -1.41 -0.63  -0.709
H3 -3.42 0.95 1.69  0.216
O7 -0.99 -2.87 -0.61  -0.654
H4 -2.43 -0.19 -3.11  0.315
H5 -1.73 -3.24 -1.12  0.270
H6 3.63 -0.85 1.18  0.384
H7 2.83 -0.06 -2.92  0.295
C1 0.51 0.37 0.02  0.251
H8 -2.87 -1.98 1.26  0.305
H9 0.19 -1.22 3.38  0.460
H10 2.62 1.50 -1.16  0.486
O8 -3.70 -1.24 -0.43  -0.652
H11 -0.27 1.45 2.06  0.367
H12 3.69 2.68 -1.03  0.271
H13 -0.94 2.82 0.14  0.364
H14 -4.30 1.25 0.52  0.287
O9 1.28 0.54 -0.93  -0.716
H15 -0.57 -0.74 -3.13  0.440
O10 -1.79 0.51 -2.88  -0.753
H16 2.03 -1.80 2.86  0.330
O11 2.61 -0.73 -3.55  -0.613
H17 -2.63 -3.35 1.82  0.296
H18 1.45 2.65 3.74  0.315
H19 2.93 0.37 1.77  0.236
H20 -0.84 -1.97 -0.96  0.260
O12 -1.02 1.98 2.27  -0.734
H21 -1.12 -0.40 0.60  -0.327
O13 0.94 2.70 -2.63  -0.664
H22 3.14 -1.79 -1.50  0.351
H23 1.42 -1.30 1.65  0.162
H24 2.29 -0.84 -0.88  0.147
O14 1.79 1.76 3.62  -0.630
H25 -3.89 -1.18 -1.36  0.325
O15 -0.26 -1.61 -3.33  -0.718
O16 3.55 1.75 -1.20  -0.711
H26 0.30 3.31 -2.97  0.269
H27 -3.59 -0.38 -0.16  0.325
H28 -1.17 -1.11 2.87  0.219
H29 1.59 1.67 2.70  0.294
H30 0.62 -1.57 -3.03  0.301
O17 -1.45 2.84 -0.67  -0.631
O18 -0.70 -0.21 -0.21  1.647
H31 3.36 -1.20 -3.93  0.242
O19 -3.40 1.14 0.75  -0.641
H32 0.48 2.07 -2.12  0.337
H33 -1.85 0.40 -1.94  0.188

Computed properties:
- energy relative to the best compared isomer or geometry (same formula, charge and spin) (eV) = 0.784
- HOMO energy (eV) = -7.2485
- F_max (eV/A) = 3.17
- total charge = -1
- orbital gap (eV) = 9.0



No. 8
Entry from the Open Molecules 2025 dataset: a 18-piece molecular cluster, CH37NO17 overall in a non-equilibrium geometry (ωB97M-V/def2-TZVPD).

Last column: Mulliken charge in e.
Positions of all 56 atoms, in Å:
O1 -1.21 -0.50 -4.12  -0.686
O2 -0.96 -2.58 2.50  -0.715
O3 0.97 -2.82 0.62  -0.648
H1 3.69 -1.53 -2.41  0.331
H2 -0.85 1.64 -0.70  0.219
H3 -1.79 -2.99 2.77  0.295
O4 0.35 2.98 -1.97  -0.722
H4 0.62 2.19 -2.50  0.378
O5 2.37 -1.10 2.12  -0.756
H5 -1.98 0.67 2.45  0.384
H6 -2.71 0.68 0.11  0.419
H7 -1.12 -2.33 1.57  0.348
H8 0.03 0.43 3.32  0.449
O6 2.61 -3.91 -1.27  -0.698
H9 3.25 -3.79 -0.55  0.301
H10 -1.77 -0.79 2.85  0.471
H11 1.54 -2.26 1.22  0.489
H12 3.08 1.42 0.55  0.322
C1 -0.27 -1.46 -1.53  -0.821
H13 3.74 0.36 -0.41  0.371
H14 2.68 -0.42 -2.33  0.300
H15 -2.74 -1.91 -0.39  0.266
O7 0.80 0.83 3.77  -0.664
O8 -3.52 -2.28 -0.83  -0.645
H16 -2.56 2.45 2.96  0.259
O9 -2.15 2.41 2.09  -0.788
H17 -1.14 -0.26 -3.19  0.363
H18 -1.91 -1.15 -4.27  0.320
H19 1.88 -0.71 2.86  0.346
H20 1.59 1.88 2.04  0.260
H21 -2.84 2.22 1.41  0.415
H22 0.27 -0.42 0.02  -0.146
H23 -1.11 -1.80 -2.12  0.652
H24 0.34 -3.23 1.23  0.239
H25 1.16 3.02 -1.43  0.319
O10 1.15 0.91 -3.55  -0.546
H26 -1.16 3.47 0.99  0.449
H27 -3.40 -3.18 -0.47  0.333
O11 3.54 -0.67 -1.98  -0.685
O12 -1.51 1.21 -1.27  -0.508
H28 0.57 2.86 1.28  0.351
H29 0.51 0.76 -4.27  0.293
H30 -0.57 3.68 -0.40  0.335
O13 -1.84 0.09 3.24  -0.747
O14 -3.55 0.73 0.61  -0.689
N1 -0.47 -1.02 -0.35  0.379
H31 1.92 -3.31 -0.93  0.376
H32 -4.23 0.90 -0.06  0.267
H33 0.76 -1.45 -1.90  0.045
H34 -1.82 1.93 -1.83  0.301
H35 1.88 1.28 -4.06  0.279
H36 0.77 0.50 4.67  0.262
O15 3.68 0.66 0.51  -0.754
O16 1.18 2.08 1.20  -0.610
O17 -0.44 3.94 0.52  -0.769
H37 2.70 -0.31 1.60  0.413

Computed properties:
- energy relative to the best compared isomer or geometry (same formula, charge and spin) (eV) = 0.000
- HOMO energy (eV) = -9.9950
- F_max (eV/A) = 1.78
- total charge = 0
- orbital gap (eV) = 9.9



No. 9
Entry from the Open Molecules 2025 dataset: a single CH3Br2ClSi molecule in a non-equilibrium geometry (ωB97M-V/def2-TZVPD).

Last column: Mulliken charge in e.
Positions of all 8 atoms, in Å:
H1 0.26 0.84 -0.32  0.310
Si1 -0.78 0.65 1.94  0.695
Br1 -3.00 -0.80 2.19  -0.365
H2 -0.98 -0.40 -0.31  0.308
C1 -0.16 0.03 0.26  -0.926
H3 0.60 -0.74 0.38  0.306
Cl1 0.40 0.49 3.53  -0.152
Br2 -1.63 2.68 1.75  -0.177

Computed properties:
- energy relative to the best compared isomer or geometry (same formula, charge and spin) (eV) = 0.577
- HOMO energy (eV) = -9.9819
- F_max (eV/A) = 3.35
- total charge = 0
- SMILES string = C[Si](Cl)(Br)Br
- orbital gap (eV) = 9.7



No. 10
Entry from the Open Molecules 2025 dataset: a 2-piece molecular cluster, CH3Br2P overall in a non-equilibrium geometry (ωB97M-V/def2-TZVPD).

Last column: Mulliken charge in e.
Positions of all 7 atoms, in Å:
H1 0.73 0.58 -1.11  0.360
H2 0.09 -0.97 -1.49  0.357
Br1 1.78 -0.78 2.06  -0.312
P1 -1.61 0.10 -0.33  0.224
C1 0.10 -0.26 -0.72  -0.352
H3 0.42 -0.42 0.48  -0.217
Br2 -1.52 1.74 1.11  -0.060

Computed properties:
- energy relative to the best compared isomer or geometry (same formula, charge and spin) (eV) = 3.380
- HOMO energy (alpha / beta) (eV) = -8.4884 / -9.9426
- F_max (eV/A) = 3.73
- total charge = 0
- orbital gap (alpha / beta) (eV) = 5.2 / 7.9



Please write out number 10 again, unchanged.
Entry from the Open Molecules 2025 dataset: a 2-piece molecular cluster, CH3Br2P overall in a non-equilibrium geometry (ωB97M-V/def2-TZVPD).

Last column: Mulliken charge in e.
Positions of all 7 atoms, in Å:
H1 0.73 0.58 -1.11  0.360
H2 0.09 -0.97 -1.49  0.357
Br1 1.78 -0.78 2.06  -0.312
P1 -1.61 0.10 -0.33  0.224
C1 0.10 -0.26 -0.72  -0.352
H3 0.42 -0.42 0.48  -0.217
Br2 -1.52 1.74 1.11  -0.060

Computed properties:
- energy relative to the best compared isomer or geometry (same formula, charge and spin) (eV) = 3.380
- HOMO energy (alpha / beta) (eV) = -8.4884 / -9.9426
- F_max (eV/A) = 3.73
- total charge = 0
- orbital gap (alpha / beta) (eV) = 5.2 / 7.9



> Which value of total charge does entry 10 give?

0



> Look up the F_max of the second one.

3.88 eV/A